The molecule C15H14BBrO3 at a distorted geometry. Source: the OMol25 dataset; level of theory: the ωB97M-V functional and the def2-TZVPD basis.

Calculated values
**Gap between HOMO and LUMO**: 9.080 eV
**SMILES string**: Brc1cccc(OC[C@H]2COB(c3ccccc3)O2)c1
**Spin multiplicity**: 1
**ΔE to the lowest compared entry with this formula, charge and spin**: 138.9 kJ/mol
**Electronic energy**: -3404.59611 a.u.
**Highest occupied orbital energy**: -8.48 eV

Last column: Löwdin charge in e.
Cartesian coordinates (Å):
Br -0.461 -2.422 2.000  0.85
O -0.479 1.026 -2.732  0.10
O 2.568 1.747 0.671  -0.02
O -0.074 1.432 -0.369  0.12
B -0.856 0.847 -1.371  -0.53
C -3.836 -2.034 -0.897  -0.08
C 2.559 -0.371 3.670  -0.08
C -4.096 -0.740 -0.579  -0.10
C -2.585 -2.442 -1.294  -0.09
C 1.746 -1.447 3.275  -0.14
C 2.798 0.610 2.790  -0.04
C 1.281 -0.370 1.194  -0.06
C -3.116 0.152 -0.576  -0.06
C -1.617 -1.523 -1.418  -0.07
C 1.026 -1.348 2.085  -0.73
C 2.205 0.677 1.496  -0.18
C -1.911 -0.223 -1.074  -0.11
C 0.638 1.929 -2.627  -0.08
C 2.329 1.569 -0.711  -0.13
C 0.963 2.087 -1.117  -0.23
H -4.621 -2.757 -0.782  0.10
H 3.138 -0.388 4.619  0.12
H -5.062 -0.345 -0.391  0.10
H -2.554 -3.521 -1.533  0.12
H 1.518 -2.307 3.824  0.06
H 3.432 1.447 2.970  0.11
H 0.843 -0.443 0.206  0.09
H -3.228 1.166 -0.104  0.15
H -0.643 -1.778 -1.669  0.10
H 1.374 1.388 -3.280  0.15
H 0.412 2.821 -3.169  0.12
H 2.349 0.477 -0.958  0.15
H 3.120 1.978 -1.312  0.13
H 0.839 3.105 -0.839  0.15

---

A 2-piece molecular cluster, C15H14FO3S2 overall at a distorted geometry. Source: the OMol25 dataset; level of theory: the ωB97M-V functional and the def2-TZVPD basis.

Calculated values
**Gap between HOMO and LUMO**: 5.501 eV
**Charge**: -1
**Spin multiplicity**: 1
**Electronic energy**: -1701.94110 a.u.
**Highest occupied orbital energy**: -2.58 eV

Last column: Löwdin charge in e.
Cartesian coordinates (Å):
C -3.543 0.759 2.523  -0.09
O -2.671 -0.394 2.538  -0.13
C -1.328 -0.203 2.511  -0.31
C -0.524 -1.376 2.489  -0.05
C 0.834 -1.275 2.331  -0.15
C 1.447 -0.011 2.095  -0.78
S 3.023 0.064 1.561  0.62
C 0.654 1.159 2.258  -0.15
C -0.708 1.074 2.448  -0.05
H -4.542 0.326 2.527  0.08
H -3.392 1.377 3.418  0.09
H -3.390 1.363 1.619  0.09
H -1.021 -2.340 2.574  0.10
H 1.468 -2.156 2.320  0.08
H 1.138 2.125 2.176  0.08
H -1.312 1.982 2.512  0.09
F 3.186 3.420 -1.551  -0.22
S 2.039 2.262 -1.477  0.64
C 3.101 0.904 -1.264  -0.28
C 2.646 -0.358 -1.055  -0.20
C 3.461 -1.566 -1.160  -0.26
C 2.860 -2.839 -1.078  -0.04
C 3.641 -3.992 -1.088  -0.09
C 5.040 -3.895 -1.200  -0.10
C 5.639 -2.632 -1.316  -0.09
C 4.854 -1.478 -1.319  -0.03
O 1.282 2.577 -0.300  -0.28
O 1.404 2.273 -2.761  -0.29
H 4.148 1.191 -1.327  0.08
H 1.570 -0.543 -0.982  0.13
H 1.773 -2.878 -0.983  0.11
H 3.160 -4.969 -1.014  0.10
H 5.659 -4.795 -1.205  0.09
H 6.721 -2.533 -1.412  0.10
H 5.299 -0.488 -1.408  0.10

---

C15H14N2O2S2Tc as an isolated structure at a distorted geometry. Source: the OMol25 dataset; level of theory: the ωB97M-V functional and the def2-TZVPD basis.

Calculated values
**Gap between HOMO and LUMO (spin up / spin down)**: 6.724 / 6.779 eV
**Spin multiplicity**: 4
**Electronic energy**: -1716.93028 a.u.
**Highest occupied orbital energy (spin up / spin down)**: -7.24 / -8.71 eV

Last column: Löwdin charge in e.
Cartesian coordinates (Å):
C 1.552 1.832 -2.851  -0.16
C 2.714 1.015 -2.609  -0.21
C 3.234 1.363 -1.316  -0.23
C 2.353 2.346 -0.734  -0.21
C 1.346 2.662 -1.702  -0.14
Tc 1.271 0.368 -1.095  1.14
C 1.215 -1.648 -1.593  -0.22
C 0.534 -0.859 -2.556  -0.40
C 0.082 -0.887 -3.828  0.01
N -0.438 0.494 -1.258  -0.20
H 4.144 0.970 -0.873  0.11
H 3.176 0.322 -3.307  0.12
H 2.474 2.810 0.240  0.11
H 0.571 3.417 -1.588  0.12
H 0.960 1.843 -3.761  0.11
H 2.149 -2.133 -1.891  0.08
H -1.450 0.621 -1.187  0.04
H 0.604 -2.252 -0.913  0.04
H 0.114 -1.807 -4.425  0.07
H -0.292 0.024 -4.300  0.04
O -1.428 -3.879 2.496  -0.28
S -1.624 -2.768 1.598  0.67
O -2.564 -2.895 0.510  -0.29
N -0.165 -2.163 1.027  -0.09
C 0.136 -0.975 1.501  -0.75
S 1.653 -0.250 1.179  0.71
C -0.900 -0.367 2.329  -0.23
C -1.007 0.922 2.864  -0.02
C -2.121 1.239 3.642  -0.06
C -3.119 0.278 3.885  -0.06
C -3.037 -0.999 3.306  -0.03
C -1.933 -1.285 2.518  -0.22
H -0.219 1.642 2.645  0.10
H -2.220 2.238 4.072  0.11
H -3.969 0.525 4.520  0.11
H -3.795 -1.764 3.458  0.12

---

C15H15BF4IN7O2Ru as an isolated structure. Source: the OMol25 dataset; level of theory: the ωB97M-V functional and the def2-TZVPD basis.

Calculated values
**Gap between HOMO and LUMO (spin up / spin down)**: 5.647 / 5.631 eV
**Charge**: +2
**Spin multiplicity**: 1
**ΔE to the lowest compared entry with this formula, charge and spin**: 12.2 kJ/mol
**Electronic energy**: -1930.79658 a.u.
**Highest occupied orbital energy (spin up / spin down)**: -15.40 / -15.39 eV

Last column: Löwdin charge in e.
Cartesian coordinates (Å):
Ru 1.391 -1.074 0.710  1.26
C -1.465 -4.388 -0.771  0.01
C -1.841 -2.963 -0.946  -0.22
N -2.848 -2.640 -1.719  0.18
C -3.206 -1.347 -1.849  0.00
C -2.628 -0.279 -1.186  -0.12
C -3.155 1.119 -1.360  -0.17
O -2.038 1.999 -1.429  -0.05
C -1.527 -0.559 -0.371  -0.06
C -1.005 0.417 0.533  0.02
N 0.125 0.284 1.182  -0.07
C 0.420 1.156 2.294  -0.32
C 0.073 2.499 2.259  -0.01
C 0.338 3.292 3.363  -0.02
C 0.957 2.757 4.483  -0.02
C 1.336 1.421 4.510  -0.10
C 1.067 0.631 3.407  -0.59
I 1.651 -1.375 3.374  1.28
C -1.088 -1.924 -0.281  -0.26
O -0.070 -2.267 0.418  -0.14
H -1.994 -4.990 -1.503  0.10
H -1.751 -4.721 0.231  0.11
H -0.389 -4.535 -0.860  0.09
H -4.016 -1.161 -2.546  0.14
H -3.805 1.381 -0.517  0.14
H -3.763 1.163 -2.266  0.14
H -2.310 2.837 -1.822  0.12
H -1.646 1.247 0.798  0.15
H -0.360 2.936 1.369  0.13
H 0.073 4.340 3.340  0.13
H 1.165 3.385 5.339  0.13
H 1.837 1.013 5.376  0.12
F 3.195 -0.592 0.515  -0.43
B 3.829 1.674 0.978  -0.94
F 2.609 2.014 0.560  0.22
F 4.805 1.646 0.114  0.31
F 3.986 1.377 2.243  0.28
N 0.627 -1.390 -4.522  0.17
N 1.106 -0.878 -3.336  -0.24
N 1.783 0.246 -3.287  0.19
C 1.954 0.412 -1.987  -0.11
N 1.380 -0.589 -1.310  -0.10
N 0.833 -1.414 -2.199  0.12
H 1.173 -0.984 -5.280  0.13
H 0.697 -2.405 -4.504  0.12
H 2.493 1.229 -1.545  0.12

---

C15H15CdCl2N5O3S as an isolated structure at a distorted geometry. Source: the OMol25 dataset; level of theory: the ωB97M-V functional and the def2-TZVPD basis.

Calculated values
**Gap between HOMO and LUMO (spin up / spin down)**: 4.796 / 7.415 eV
**Charge**: -1
**Spin multiplicity**: 2
**ΔE to the lowest compared entry with this formula, charge and spin**: 18.3 kJ/mol
**Electronic energy**: -2566.40857 a.u.
**Highest occupied orbital energy (spin up / spin down)**: -2.03 / -4.66 eV

Last column: Löwdin charge in e.
Cartesian coordinates (Å):
Cd -3.049 -14.679 8.351  1.21
Cl -2.776 -16.717 11.258  0.60
C -2.660 -15.163 12.097  -0.64
C -3.281 -15.151 13.361  -0.10
C -3.140 -13.960 14.126  -0.12
C -2.384 -12.947 13.670  -0.14
C -1.829 -12.957 12.343  -0.69
Cl -1.012 -11.517 11.814  0.63
C -1.915 -14.079 11.557  -0.78
S -1.287 -14.170 9.937  0.41
H -3.970 -15.939 13.598  0.09
H -3.467 -13.894 15.127  0.08
H -2.228 -12.037 14.265  0.10
N -3.124 -17.186 7.812  -0.05
N -3.001 -17.183 6.385  -0.05
C -3.197 -15.977 5.634  -0.79
O -3.658 -16.114 4.501  -0.03
O -2.909 -14.882 6.180  -0.17
H -2.435 -17.811 8.297  0.09
H -4.034 -17.518 8.036  0.05
H -3.285 -18.060 5.931  0.12
O -5.216 -15.274 8.605  -0.35
N -6.293 -14.409 8.478  -0.25
C -6.915 -14.015 9.609  -0.14
C -8.205 -13.795 9.564  -0.14
C -8.923 -14.009 8.335  -0.15
C -8.210 -14.287 7.179  -0.15
C -6.877 -14.387 7.229  -0.14
H -6.187 -13.727 10.393  0.13
H -8.881 -13.691 10.454  0.11
H -10.044 -13.915 8.317  0.09
H -8.675 -14.335 6.203  0.09
H -6.233 -14.808 6.427  0.12
N -3.608 -11.683 5.809  0.05
C -2.649 -10.970 6.525  -0.10
C -2.758 -11.473 7.797  -0.18
N -3.755 -12.436 7.856  -0.04
C -4.291 -12.490 6.642  -0.21
H -3.809 -11.578 4.816  0.16
H -2.015 -10.249 5.968  0.11
H -2.150 -11.163 8.636  0.08
H -5.165 -13.006 6.337  0.09

---

The molecule C15H15ClN4O at a distorted geometry. Source: the OMol25 dataset; level of theory: the ωB97M-V functional and the def2-TZVPD basis.

Calculated values
**Gap between HOMO and LUMO**: 8.771 eV
**SMILES string**: CC(C)C1=NN=C2C(=O)NC(Cc3cccc(Cl)c3)=N[C@H]21
**Spin multiplicity**: 1
**ΔE to the lowest compared entry with this formula, charge and spin**: 57.7 kJ/mol
**Electronic energy**: -1335.00483 a.u.
**Highest occupied orbital energy**: -9.43 eV

Last column: Löwdin charge in e.
Cartesian coordinates (Å):
O -4.102 -1.260 -1.845  0.11
Cl 3.650 -0.126 3.021  0.64
N -2.418 1.078 -2.928  0.13
N -0.440 -0.372 -0.445  0.16
N -1.413 2.012 -2.863  0.11
C -3.012 -0.908 -1.452  -0.37
C -2.363 0.347 -1.857  -0.15
C -0.994 -1.551 -0.267  -0.28
C -0.682 1.779 -1.802  -0.21
C 0.532 -2.410 4.109  -0.08
C 1.677 -1.625 4.164  -0.12
C 0.041 -2.810 2.863  -0.05
C 1.663 -1.436 1.712  -0.04
C 2.230 -1.153 2.982  -0.64
C 0.532 -2.307 1.653  -0.21
N -2.305 -1.792 -0.635  0.18
C -1.270 0.752 -0.902  -0.19
C -0.122 -2.627 0.330  -0.08
C 1.651 2.307 -2.548  -0.06
C 0.242 4.026 -1.517  -0.08
C 0.569 2.549 -1.520  -0.39
H 0.106 -2.840 5.020  0.11
H 2.157 -1.393 5.126  0.11
H -0.784 -3.515 2.866  0.11
H 2.089 -1.028 0.827  0.09
H -2.620 -2.741 -0.609  0.15
H -1.725 1.244 -0.042  0.18
H -0.689 -3.556 0.400  0.11
H 0.725 -2.792 -0.377  0.14
H 2.564 2.779 -2.172  0.09
H 1.817 1.252 -2.586  0.07
H 1.363 2.679 -3.546  0.10
H -0.535 4.252 -0.772  0.09
H -0.151 4.307 -2.493  0.08
H 1.097 4.649 -1.360  0.07
H 0.922 2.231 -0.537  0.14

---

C15H15CoN as an isolated structure at a distorted geometry. Source: the OMol25 dataset; level of theory: the ωB97M-V functional and the def2-TZVPD basis.

Calculated values
**Gap between HOMO and LUMO (spin up / spin down)**: 3.944 / 4.288 eV
**Charge**: -2
**Spin multiplicity**: 4
**ΔE to the lowest compared entry with this formula, charge and spin**: 0.0 kJ/mol
**Electronic energy**: -2017.74782 a.u.
**Highest occupied orbital energy (spin up / spin down)**: 1.40 / 1.06 eV

Last column: Löwdin charge in e.
Cartesian coordinates (Å):
C -0.445 0.800 -3.863  -0.21
C 0.932 1.047 -3.707  -0.26
C 1.166 1.620 -2.416  -0.21
C -0.074 1.747 -1.752  -0.20
C -1.119 1.298 -2.666  -0.30
Co -0.821 -0.613 -1.747  0.24
N -2.592 0.037 -0.969  -0.16
C 0.241 -2.095 -2.407  -0.32
C 1.416 -1.403 -2.079  -0.15
H 2.128 1.948 -2.032  0.06
H 1.704 0.875 -4.466  0.05
H -0.244 2.159 -0.761  0.08
H -2.139 1.681 -2.676  0.06
H -0.962 0.417 -4.740  0.06
H 2.128 -1.205 -2.877  0.03
H -0.074 -2.861 -1.682  0.04
H -3.029 -0.914 -0.929  -0.18
H 1.790 -1.441 -1.054  0.03
H 0.049 -2.338 -3.453  0.03
C -0.183 -0.689 -0.074  -0.14
C -0.086 -0.323 1.112  -0.12
C -0.026 -0.090 2.493  -0.29
C -1.077 0.565 3.188  -0.05
C -1.050 0.625 4.582  -0.14
C 0.034 0.066 5.281  -0.17
C 1.105 -0.533 4.598  -0.14
C 1.085 -0.593 3.206  -0.07
H -1.902 0.994 2.611  0.11
H -1.871 1.109 5.123  0.08
H 0.048 0.106 6.370  0.06
H 1.959 -0.952 5.141  0.08
H 1.907 -1.045 2.644  0.10

---

A 2-piece molecular cluster, C15H15F2S overall at a distorted geometry. Source: the OMol25 dataset; level of theory: the ωB97M-V functional and the def2-TZVPD basis.

Calculated values
**Gap between HOMO and LUMO**: 7.082 eV
**Charge**: +1
**Spin multiplicity**: 1
**Electronic energy**: -1178.22156 a.u.
**Highest occupied orbital energy**: -12.42 eV

Last column: Löwdin charge in e.
Cartesian coordinates (Å):
C -1.223 -2.172 1.802  -0.34
S 0.138 -1.046 1.520  0.92
C 1.479 -2.186 1.830  -0.34
H -2.130 -1.580 1.953  0.05
H -1.364 -2.846 0.951  0.06
H -0.983 -2.725 2.717  0.05
H 2.386 -1.597 1.996  0.05
H 1.222 -2.736 2.742  0.05
H 1.625 -2.860 0.980  0.06
F -5.376 0.673 -0.533  0.08
C -4.021 0.538 -0.687  -0.21
C -3.532 -0.561 -1.394  0.02
C -2.158 -0.701 -1.506  -0.01
C -1.257 0.220 -0.898  -0.25
C 0.142 -0.146 -0.897  -0.03
C 1.311 0.694 -0.756  -0.24
C 2.534 0.191 -1.286  0.00
C 3.749 0.812 -1.039  0.03
C 3.741 1.987 -0.287  -0.21
F 4.934 2.602 -0.012  0.08
C 2.569 2.569 0.189  0.03
C 1.360 1.918 -0.046  0.00
C -1.811 1.355 -0.261  0.01
C -3.191 1.510 -0.137  0.03
H -4.207 -1.280 -1.851  0.13
H -1.736 -1.551 -2.049  0.13
H 0.347 -1.111 -1.374  0.12
H 2.499 -0.727 -1.879  0.13
H 4.678 0.403 -1.428  0.13
H 2.590 3.511 0.732  0.14
H 0.456 2.352 0.363  0.09
H -1.169 2.111 0.172  0.09
H -3.603 2.379 0.371  0.14